No. 1
The following is a quantum chemistry calculation of C30H24Br2N2O2V as an isolated structure at a distorted geometry, from the OMol25 dataset.

```
61
Properties=species:S:1:pos:R:3:forces:R:3:lowdin_charge:R:1
V -11.92250 3.47466 -15.45928 0.03 2.44 -1.12 1.028
C -14.49569 1.71231 -14.06122 0.56 -1.97 -0.90 -0.021
C -14.85143 3.05162 -14.54866 -1.65 1.01 -0.99 -0.288
C -16.23771 3.41808 -14.57367 0.50 -0.56 0.62 0.020
C -16.63658 4.65288 -15.03306 -0.37 -1.36 0.73 -0.019
C -15.68494 5.47065 -15.59177 1.64 3.27 -1.81 -0.156
C -15.97081 6.80368 -16.22596 0.90 -2.32 0.94 -0.661
Br -17.71437 7.28855 -16.54434 -1.27 0.29 0.08 0.851
C -15.00045 7.58024 -16.76779 0.93 0.27 -0.52 -0.184
C -13.62404 7.17047 -16.80368 -1.05 -2.67 0.77 -0.606
Br -12.40503 8.07458 -17.88015 0.18 0.13 0.14 0.829
C -13.30760 5.85269 -16.30966 -0.75 1.39 -0.74 -0.411
O -12.17611 5.24609 -16.52664 1.46 -1.49 1.40 -0.170
C -14.31284 5.06793 -15.64959 -1.25 -0.16 1.18 -0.137
N -13.90466 3.86775 -15.03195 -1.35 0.56 -0.66 0.037
H -15.16962 1.22760 -13.35320 -0.28 0.47 -0.17 0.094
H -13.56925 1.80408 -13.56071 1.30 -0.11 0.74 0.051
H -14.30627 0.92830 -14.88279 -0.40 1.39 0.81 0.133
H -16.94308 2.67962 -14.14347 0.43 0.73 -0.38 0.132
H -17.67047 4.95431 -14.93382 0.00 0.08 -0.23 0.101
H -15.30840 8.48255 -17.32465 0.37 -0.49 0.50 0.107
N -9.83028 3.39980 -15.82586 -0.99 -0.85 -0.37 0.037
C -9.38951 2.01987 -15.78383 0.08 -0.38 -0.92 -0.228
C -8.62705 1.61509 -14.71408 0.45 0.12 -0.93 -0.044
C -7.85715 0.48373 -14.81250 0.22 -1.12 0.81 -0.059
C -8.02426 -0.33610 -15.92989 1.05 -0.27 1.03 -0.082
C -8.96626 -0.07646 -16.87415 -2.47 0.21 -1.51 -0.020
C -9.73132 1.11636 -16.83950 0.46 0.78 2.28 -0.105
C -11.02301 1.36791 -17.49744 -1.82 -2.12 -1.17 -0.153
C -11.39093 0.45458 -18.53953 0.88 1.88 0.42 -0.022
C -12.57809 0.57760 -19.22467 -0.57 -0.98 0.10 -0.062
C -13.53947 1.46429 -18.75411 -0.50 -0.30 -1.32 -0.083
C -13.22620 2.31444 -17.73243 -1.85 1.42 0.33 -0.134
C -12.07355 2.18982 -16.99856 2.41 0.20 0.19 -0.167
H -9.48892 3.94220 -15.05320 0.69 0.23 0.04 0.099
H -9.60072 3.80015 -16.72990 0.00 0.27 0.16 0.143
H -8.58470 2.25284 -13.88041 0.36 0.80 1.07 0.099
H -7.20657 0.18396 -13.95430 -0.55 0.25 -1.03 0.130
H -7.45901 -1.24642 -15.98802 0.18 -0.28 -0.05 0.108
H -9.30523 -0.86873 -17.59647 0.85 0.87 0.80 0.129
H -10.63539 -0.23970 -18.83062 0.15 -0.40 -0.55 0.089
H -12.79511 -0.07981 -20.07756 0.07 0.27 0.49 0.119
H -14.54119 1.49188 -19.19852 0.55 0.19 -0.09 0.117
H -13.94088 3.18021 -17.56367 0.71 -1.35 0.24 0.125
C -11.85244 5.91248 -12.90940 0.89 2.54 -0.66 0.018
C -11.48780 4.54265 -12.54366 -0.33 -1.32 -0.85 -0.306
O -11.26970 3.69779 -13.46462 -0.09 0.57 0.71 -0.089
C -11.60029 4.09261 -11.15247 0.21 -2.50 -0.89 -0.116
C -11.38380 2.63902 -10.90074 0.19 3.98 -1.77 0.014
C -11.73781 2.16506 -9.71799 0.10 -2.05 1.76 -0.104
C -12.34923 2.92789 -8.74169 -0.10 0.74 0.78 -0.050
C -12.59730 4.27263 -8.98841 0.13 0.81 0.91 -0.031
C -12.18606 4.90083 -10.20363 -0.24 -2.55 1.64 0.008
H -12.02124 6.57000 -12.04527 0.44 -0.19 -0.48 0.084
H -12.77033 5.98153 -13.46277 -0.84 -0.62 -0.27 0.085
H -11.17542 6.44874 -13.66597 -0.36 -1.05 1.26 0.147
H -10.87160 2.08421 -11.65175 0.12 -0.43 -0.38 0.107
H -11.50014 1.15672 -9.39663 0.01 -0.16 -0.49 0.121
H -12.49004 2.39633 -7.76776 -0.34 1.06 -0.85 0.136
H -13.01316 4.88040 -8.15657 0.21 -0.36 -0.87 0.123
H -12.33979 5.92221 -10.36471 -0.29 1.21 0.02 0.090
```
Forces are in eV/Å.

Results
LUMO level (spin up / spin down): -3.89 / -3.96 eV
charge: +1
F_max: 4.357 eV/Å
spin multiplicity: 3
relative energy (zero: lowest compared OMol25 entry of this formula, charge and spin): 0.00 kcal/mol



No. 2
The following is a quantum chemistry calculation of a 2-piece molecular cluster, C3H3N3O overall at a distorted geometry, from the OMol25 dataset.

```
10
Properties=species:S:1:pos:R:3:forces:R:3:lowdin_charge:R:1
N -1.70381 -1.43141 0.80482 0.42 0.67 -0.15 0.197
C -1.11534 -0.39060 0.60748 -0.29 -0.44 0.11 -0.169
C -0.47135 0.76501 0.50866 -0.07 -0.10 0.05 -0.093
C 0.97620 0.80832 0.73464 0.12 -0.23 0.09 -0.335
O 1.66163 -0.14905 1.02949 -0.22 0.36 -0.12 0.009
H -1.80018 -2.09527 0.04043 0.00 0.04 0.01 0.092
H -1.01629 1.66019 0.23341 0.03 -0.11 0.03 0.101
H 1.42468 1.81295 0.59823 -0.02 -0.12 0.06 0.115
N 0.56703 -0.78461 -2.18181 1.57 0.96 -0.37 0.035
N 1.47743 -0.19554 -2.37534 -1.54 -1.02 0.29 0.048
```
Forces are in eV/Å.

Results
LUMO level: 0.48 eV
SMILES string: N=C=CC=O.N#N
charge: 0
F_max: 1.876 eV/Å
relative energy (zero: lowest compared OMol25 entry of this formula, charge and spin): 18.24 kcal/mol



No. 3
The following is a quantum chemistry calculation of a 2-piece molecular cluster, C27H17F5N4O3 overall at a distorted geometry, from the OMol25 dataset.

```
56
Properties=species:S:1:pos:R:3:forces:R:3:lowdin_charge:R:1
C -0.46944 1.15644 -2.89660 0.82 -0.75 0.28 -0.140
C -1.41665 2.16869 -2.88877 -2.31 1.66 -0.25 -0.330
N -2.29040 2.96274 -2.90136 1.68 -1.31 0.19 0.105
C 0.91461 1.40485 -2.86570 -0.19 0.13 -0.04 -0.254
C 1.87663 0.33189 -2.84803 -0.09 0.28 0.12 -0.057
C 3.22770 0.59518 -2.81178 0.06 0.40 0.07 -0.028
C 3.68328 1.93310 -2.79713 -0.32 -0.30 0.17 -0.199
N 5.07998 2.20410 -2.72238 1.17 0.49 -0.01 -0.357
O 5.45569 3.39874 -2.72474 -0.38 -1.64 0.04 0.008
O 5.88262 1.24650 -2.65649 -0.89 1.09 -0.02 -0.005
C 2.76874 3.00685 -2.80910 -0.43 -0.23 -0.02 -0.007
C 1.41255 2.75342 -2.84756 0.65 -0.09 0.01 -0.031
H -0.83138 0.12885 -2.94580 0.03 0.27 -0.03 0.094
H 1.51625 -0.70146 -2.86760 0.12 0.34 -0.05 0.101
H 3.97416 -0.19609 -2.78687 -0.23 0.13 -0.06 0.107
H 3.16085 4.02061 -2.78088 -0.14 -0.23 -0.04 0.113
H 0.70022 3.58220 -2.86707 0.24 -0.30 0.02 0.107
C 3.90965 0.43101 1.85498 0.67 0.63 -0.35 0.029
N 2.90862 -0.58433 2.12976 -1.21 -0.84 0.11 -0.013
C 3.19357 -1.68724 2.91419 -0.53 0.33 -0.36 0.013
C 2.06135 -2.41309 3.01824 -0.06 0.22 0.04 0.024
N 1.07008 -1.74767 2.30841 0.11 -0.27 0.13 0.084
C -0.29267 -2.20271 2.24943 0.33 -0.07 0.30 -0.070
C -0.55224 -3.46075 1.72626 0.32 -0.38 -0.53 -0.120
F 0.47765 -4.22153 1.28666 -0.77 0.50 0.31 0.120
C -1.85784 -3.91588 1.58653 -0.26 -0.56 -0.21 -0.106
F -2.10593 -5.13584 1.06569 0.21 1.03 0.35 0.130
C -2.91100 -3.08378 1.96298 -0.81 -0.08 -0.23 -0.101
F -4.18426 -3.44935 1.70290 1.22 0.23 0.39 0.133
C -2.66202 -1.85233 2.57373 -0.55 0.53 0.00 -0.108
F -3.68772 -1.04820 2.93192 1.04 -0.88 -0.24 0.134
C -1.34594 -1.44348 2.75369 0.08 0.77 0.46 -0.123
F -1.07781 -0.28663 3.40596 -0.27 -0.94 -0.74 0.132
C 1.60679 -0.64491 1.73456 1.57 -0.03 0.81 -0.050
C 0.93521 0.37838 0.91066 -0.43 2.59 -1.79 -0.285
C -0.37484 0.05175 0.33704 0.97 0.05 0.24 -0.051
C -1.27586 1.04746 0.17027 0.21 0.07 -0.32 0.008
C -2.68230 0.81888 -0.10578 -0.90 -0.21 -0.55 -0.222
C -3.64339 1.84679 0.06896 0.75 -0.35 -0.05 -0.020
C -4.99295 1.59124 -0.13294 -0.19 -0.35 -0.12 -0.064
C -5.41853 0.30831 -0.51084 0.28 0.28 0.25 -0.065
C -4.48073 -0.71246 -0.68985 0.27 0.02 -0.12 -0.077
C -3.11968 -0.45424 -0.53399 -0.38 0.40 0.20 -0.041
O 1.47008 1.49720 0.75692 -0.67 -1.99 0.89 0.072
H 3.47946 1.21164 1.22577 0.14 -0.24 0.16 0.090
H 4.25406 0.86453 2.80189 -0.23 -0.11 -0.19 0.113
H 4.77055 -0.03525 1.36074 -0.29 0.07 0.03 0.114
H 4.16626 -1.84644 3.33837 0.09 -0.01 -0.02 0.142
H 1.88424 -3.32478 3.55202 -0.19 -0.11 0.01 0.142
H -0.52915 -0.97789 0.01417 -0.30 0.24 0.44 0.115
H -0.95469 2.08571 0.31273 -0.06 -0.41 0.27 0.146
H -3.29373 2.84644 0.34629 -0.18 -0.38 -0.09 0.122
H -5.72482 2.39022 -0.00041 0.25 -0.25 -0.08 0.110
H -6.47803 0.10656 -0.66751 0.27 0.06 0.07 0.106
H -4.80152 -1.71745 -0.96772 0.02 0.32 -0.05 0.106
H -2.38536 -1.22650 -0.77482 -0.31 0.16 0.16 0.109
```
Forces are in eV/Å.

Results
LUMO level: -2.16 eV
charge: 0
F_max: 3.179 eV/Å



No. 4
The following is a quantum chemistry calculation of C38H38F3N6PbS2 as an isolated structure, from the OMol25 dataset.

```
88
Properties=species:S:1:pos:R:3:forces:R:3:lowdin_charge:R:1
Pb -0.31974 -0.13745 0.13921 0.16 -0.02 0.10 1.315
C 2.51987 2.63218 -4.55481 0.06 0.01 0.03 -0.373
S 0.95480 3.28086 -3.94100 -0.07 0.04 0.08 0.924
C 0.82635 2.72208 -2.27727 0.27 0.05 -0.31 -0.895
S 2.23388 2.05427 -1.39184 -0.32 -0.05 0.25 0.978
N -0.26298 3.05071 -1.71386 -0.07 0.07 0.05 -0.050
N -0.62976 2.49486 -0.52607 0.04 0.01 0.04 -0.070
C -1.05317 3.26310 0.39036 -0.12 -0.12 0.18 -0.058
C -1.72398 2.67132 1.57080 0.21 0.20 -0.15 -0.264
C -2.38999 3.49754 2.46147 0.00 -0.04 0.08 -0.004
C -3.09454 2.92072 3.50812 0.01 0.01 -0.02 -0.029
C -3.12172 1.54179 3.61526 0.01 -0.01 0.00 -0.026
C -2.42705 0.79033 2.67819 0.04 -0.04 0.06 -0.125
N -1.72664 1.33910 1.69376 0.00 0.02 -0.15 0.014
H 3.14324 3.46243 -4.87596 0.01 0.00 -0.01 0.041
H 2.31516 1.97135 -5.39374 0.00 0.01 -0.01 0.030
H 3.04129 2.07835 -3.77812 0.00 0.02 -0.03 0.005
H -1.00179 4.34665 0.30390 -0.09 0.01 -0.03 0.139
H -2.36621 4.56947 2.32348 0.00 0.02 0.00 0.122
H -3.62630 3.54127 4.21607 -0.01 0.00 0.02 0.120
H -3.67508 1.04775 4.40057 -0.01 -0.01 0.01 0.117
H -2.44129 -0.29316 2.70150 -0.01 -0.01 0.01 0.100
C -0.64402 -3.00223 2.28182 -0.03 -0.03 -0.03 -0.111
N 0.41648 -2.00894 2.10229 -0.22 0.05 0.08 -0.352
C 1.54563 -2.63159 1.41561 -0.04 0.01 -0.03 -0.117
C 0.78733 -1.48861 3.42618 0.10 -0.08 -0.02 -0.193
C 1.90531 -0.46226 3.42455 -0.02 0.01 0.05 -0.201
N 1.49865 0.82976 2.87614 -0.02 -0.02 -0.03 -0.275
C 0.89705 1.64807 3.91909 -0.07 0.03 -0.03 -0.099
C 2.63831 1.53479 2.30911 0.02 0.00 -0.04 -0.105
H -0.29230 -3.85791 2.87426 0.00 0.00 0.01 0.098
H -0.99440 -3.35776 1.31424 0.00 0.00 0.00 0.078
H -1.49064 -2.55021 2.79868 -0.01 0.00 -0.01 0.078
H 2.02789 -3.39874 2.03627 0.01 -0.01 0.00 0.105
H 2.28978 -1.89132 1.12525 0.00 0.02 0.01 0.058
H 1.18687 -3.10716 0.50164 0.00 -0.02 0.00 0.088
H 1.08219 -2.33140 4.07067 0.05 0.02 0.02 0.131
H -0.10677 -1.05036 3.87665 -0.02 -0.01 -0.03 0.110
H 2.75905 -0.83622 2.86010 -0.01 -0.01 -0.04 0.109
H 2.26125 -0.34333 4.45918 0.01 -0.03 0.00 0.130
H 1.60903 1.85970 4.73092 0.01 0.00 0.01 0.096
H 0.02936 1.15159 4.35186 -0.04 -0.03 -0.01 0.076
H 0.57104 2.59960 3.50159 -0.05 0.04 -0.03 0.081
H 3.41857 1.74079 3.05700 0.01 0.00 0.01 0.098
H 2.31178 2.48350 1.88461 -0.01 0.03 -0.01 0.078
H 3.07473 0.94047 1.50646 0.01 -0.02 -0.01 0.056
C 3.96273 -1.49699 -1.25114 -0.06 0.01 0.00 -0.072
C 3.20517 -2.35070 -2.04313 -0.04 0.07 0.01 -0.063
C 2.09130 -1.85131 -2.69276 0.07 -0.05 0.00 -0.020
C 1.69726 -0.51660 -2.56540 -0.10 -0.07 -0.21 -0.220
C 2.45525 0.32869 -1.76153 0.27 0.10 -0.04 -0.514
C 3.58896 -0.17340 -1.11389 0.04 -0.06 -0.04 -0.132
C 0.48690 -0.09458 -3.32967 0.12 -0.06 0.03 -0.277
C 0.51078 -0.14783 -4.74478 -0.04 -0.09 0.07 -0.019
C -0.60682 0.21567 -5.43019 -0.08 -0.02 0.03 0.012
C -1.75179 0.64765 -4.72039 0.04 0.05 -0.19 -0.149
C -2.93171 1.08584 -5.37045 0.04 -0.04 0.03 -0.020
C -3.99708 1.52000 -4.63933 -0.01 0.01 0.08 -0.059
C -3.93420 1.52220 -3.22556 -0.01 -0.01 -0.09 -0.055
C -2.81367 1.09521 -2.57515 -0.01 -0.04 -0.01 -0.030
C -1.69136 0.65416 -3.31425 -0.01 0.03 0.22 -0.207
N -0.56665 0.26333 -2.64089 -0.17 -0.07 0.06 0.096
H 4.84903 -1.85659 -0.74632 0.02 -0.01 0.01 0.116
H 3.48424 -3.38826 -2.15974 0.01 -0.02 -0.01 0.113
H 1.49490 -2.50217 -3.31973 -0.01 -0.01 -0.02 0.128
H 4.19533 0.49300 -0.51284 0.02 0.02 0.00 0.101
H 1.40938 -0.47601 -5.24866 0.01 -0.01 -0.01 0.126
H -0.63186 0.18359 -6.51232 0.00 0.02 -0.02 0.128
H -2.96808 1.07189 -6.45207 0.00 0.01 -0.02 0.119
H -4.89368 1.86512 -5.13565 -0.01 0.00 0.00 0.110
H -4.78662 1.86614 -2.65495 -0.03 0.00 0.00 0.111
H -2.77311 1.07429 -1.49487 0.01 0.00 -0.02 0.078
F -8.89249 -4.98237 0.39958 0.03 -0.01 0.04 0.142
C -8.57646 -4.17224 -0.61979 0.04 0.03 0.02 -0.589
F -9.54401 -3.24043 -0.70293 0.00 0.04 0.00 0.144
F -8.64744 -4.90180 -1.74692 0.02 -0.01 -0.04 0.146
C -7.21861 -3.54074 -0.45624 -0.05 -0.05 -0.02 -0.117
C -6.75327 -2.70302 -1.46330 -0.01 0.01 0.01 -0.001
C -5.51259 -2.10879 -1.34549 0.00 -0.02 -0.02 -0.013
C -4.72317 -2.34666 -0.21688 0.06 0.13 -0.04 -0.249
C -5.19803 -3.19062 0.78369 -0.03 -0.03 0.01 -0.017
C -6.44372 -3.78747 0.66472 0.01 0.01 0.00 0.000
C -3.43734 -1.71442 -0.10037 -0.02 -0.18 -0.01 -0.134
C -2.33725 -1.20486 -0.02705 0.10 0.18 0.08 -0.218
H -7.36300 -2.51927 -2.33764 -0.02 -0.01 -0.02 0.128
H -5.13651 -1.46081 -2.12627 -0.01 0.01 0.00 0.112
H -4.58395 -3.38249 1.65292 0.00 0.00 0.02 0.114
H -6.80914 -4.44344 1.44125 -0.01 -0.02 0.01 0.122
```
Forces are in eV/Å.

Results
LUMO level: -3.21 eV
charge: +1
F_max: 0.417 eV/Å
relative energy (zero: lowest compared OMol25 entry of this formula, charge and spin): 0.00 kcal/mol